(1)
Entry from OMol25: HO3PS3 as an isolated structure (ωB97M-V with the def2-TZVPD basis set).

XYZ file:
```
8
HO3PS3 (ωB97M-V with the def2-TZVPD basis set)
O 0.0596 1.1699 -0.2933
O 0.2738 -1.3565 0.1957
O 2.1640 0.0720 -0.5065
P 0.7129 -0.2446 -1.0126
S -1.4868 1.6449 -0.0462
S -1.6364 -1.4501 -0.0074
S -2.0311 0.0895 1.2186
H 1.9439 0.0749 0.4516
```

HOMO = -9.194 eV
Multiplicity = 1
Calculated total energy = -47953.33088 eV
Kohn-Sham gap = 8.40 eV
LUMO = -0.80 eV



(2)
Entry from OMol25: a 2-piece molecular cluster, HO3S2 overall (ωB97M-V with the def2-TZVPD basis set).

XYZ file:
```
6
HO3S2 (ωB97M-V with the def2-TZVPD basis set)
O -0.5969 -1.1743 -0.0939
O -1.9735 0.0320 1.5917
O 1.1534 0.4500 -1.4554
S 1.3469 1.4370 -0.1551
S -0.6462 -0.3632 1.1470
H 0.7163 -0.3817 -1.0343
```

HOMO (spin up / spin down) = -2.829 / -2.828 eV
Multiplicity = 1
Calculated total energy = -27829.50465 eV
Kohn-Sham gap (spin up / spin down) = 6.33 / 6.33 eV
LUMO (spin up / spin down) = 3.50 / 3.50 eV
Total charge = -1



(3)
Entry from OMol25: HO3S3 as an isolated structure (ωB97M-V with the def2-TZVPD basis set).

XYZ file:
```
7
HO3S3 (ωB97M-V with the def2-TZVPD basis set)
O 0.1257 0.4156 -1.3894
O -1.6205 0.3428 0.4083
O -1.3341 -1.4971 -1.1804
S 1.0336 0.8045 1.3529
S 0.6575 -1.1153 0.9711
S -0.7163 -0.3495 -0.5495
H 1.8542 1.3990 0.3870
```

HOMO = -4.591 eV
Multiplicity = 1
Calculated total energy = -38666.00235 eV
Kohn-Sham gap = 7.95 eV
LUMO = 3.36 eV
Total charge = -1



(4)
Entry from OMol25: HO5PS as an isolated structure (ωB97M-V with the def2-TZVPD basis set).

XYZ file:
```
8
HO5PS (ωB97M-V with the def2-TZVPD basis set)
O 0.7111 -0.2071 1.0604
O 0.3539 -1.6138 -0.8957
O 1.9174 1.6968 0.1769
O -2.0258 -1.2220 0.1838
O -0.7201 0.7313 -0.8219
P -0.7237 -0.7949 -0.3494
S 1.9966 0.5174 0.9566
H -1.5094 0.8923 -0.3108
```

HOMO = -11.269 eV
Multiplicity = 1
Calculated total energy = -30378.31929 eV
Kohn-Sham gap = 8.71 eV
LUMO = -2.56 eV



(5)
Entry from OMol25: HOSn as an isolated structure (ωB97M-V with the def2-TZVPD basis set).

XYZ file:
```
3
HOSn (ωB97M-V with the def2-TZVPD basis set)
Sn -1.0792 -0.9282 1.0809
O 0.3086 0.2570 -0.9159
H 0.7706 0.6712 -0.1650
```

HOMO = -15.110 eV
Multiplicity = 1
Calculated total energy = -7884.00731 eV
Kohn-Sham gap = 7.02 eV
LUMO = -8.09 eV
Total charge = +1



(6)
Entry from OMol25: one molecule with the formula HPS5 (ωB97M-V with the def2-TZVPD basis set).

XYZ file:
```
7
HPS5 (ωB97M-V with the def2-TZVPD basis set)
P -0.4945 0.3402 -0.8940
S -0.1895 2.8335 0.7469
S 1.4895 0.3256 -1.5359
S 0.0192 4.0467 -0.7798
S 1.5361 1.9890 -2.8289
S 1.9255 3.5807 -1.6656
H -0.1342 -0.4127 0.2197
```

HOMO (spin up / spin down) = -8.628 / -8.120 eV
Multiplicity = 1
Calculated total energy = -63480.64827 eV
Kohn-Sham gap (spin up / spin down) = 7.03 / 6.11 eV
LUMO (spin up / spin down) = -1.60 / -2.01 eV



(7)
Entry from OMol25: an isolated ion of composition HS and charge -1 (ωB97M-V with the def2-TZVPD basis set).

XYZ file:
```
2
HS (ωB97M-V with the def2-TZVPD basis set)
S -0.0178 -0.0079 0.0727
H 0.3007 0.1337 -1.2293
```

Structure (SMILES) = [SH-]
HOMO = -2.240 eV
Multiplicity = 1
Calculated total energy = -10852.22698 eV
Kohn-Sham gap = 7.48 eV
LUMO = 5.24 eV
Total charge = -1



(8)
Entry from OMol25: HfI as an isolated structure (ωB97M-V with the def2-TZVPD basis set).

XYZ file:
```
2
HfI (ωB97M-V with the def2-TZVPD basis set)
Hf 0.8583 -0.5312 0.9642
I -0.8583 0.5312 -0.9642
```

HOMO = -26.457 eV
Multiplicity = 1
Calculated total energy = -9363.04702 eV
Kohn-Sham gap = 6.86 eV
LUMO = -19.59 eV
Total charge = +3



Values of energy relative to the best compared isomer or geometry (same formula, charge and spin), in order: 0.2289 0.4618 0.5154 0.1108 0.0998 1.4991 0.0000 0.2133, all in eV.